1.
Molecular formula: C5H5FN2
Method: DFT, wB97M-V/def2-TZVPD

Energy relative to the best compared isomer or geometry (same formula, charge and spin): 122.6 kcal per mole
Molecular weight: 112.107 g/mol
Kohn-Sham gap: 7.69 eV
Maximum force: 1.83 eV Å⁻¹

Cartesian coordinates (Å):
C -2.053 0.671 0.049
C -1.174 -1.519 -0.059
C 1.012 -0.519 0.358
C 2.186 1.569 0.029
C 2.148 0.236 0.022
N 0.024 -1.091 0.015
N -2.244 -0.615 -0.027
F 3.277 -0.490 -0.173
H -3.031 1.188 0.053
H -1.373 -2.560 -0.237
H 3.097 2.103 -0.157
H 1.283 2.122 0.206
H -3.152 -1.096 -0.079

Results of the Löwdin charge analysis, in e, for atoms 1 through 8: 0.0015 -0.1877 0.0726 0.0774 -0.3710 0.0904 -0.1179 0.0522

=====

2.
Molecular formula: C29H31BN12SSn
Method: DFT, wB97M-V/def2-TZVPD

Total charge: +3
Expectation value of S²: 0.96
Molecular weight: 709.241 g/mol
Kohn-Sham gap (spin up / spin down): 5.60 / 4.30 eV
Multiplicity: 2
Maximum force: 1.53 eV Å⁻¹

Cartesian coordinates (Å):
Sn 0.030 0.187 0.141
C -1.679 -1.289 2.992
C -0.600 -0.285 3.200
C -0.210 0.330 4.373
C 0.821 1.191 4.029
N 1.051 1.097 2.723
N 0.182 0.188 2.195
B 2.029 1.966 1.859
N 2.776 1.047 0.821
C 4.050 1.058 0.434
C 4.196 0.274 -0.701
C 2.935 -0.211 -0.995
C 2.478 -1.028 -2.150
N 2.081 0.261 -0.054
N 1.146 2.910 0.983
C 1.145 4.218 0.725
C 0.137 4.516 -0.171
C -0.475 3.311 -0.464
C -1.623 3.074 -1.378
N 0.138 2.330 0.249
N 3.016 2.588 2.772
C 3.370 3.853 3.159
C 4.354 3.745 4.094
C 4.577 2.355 4.239
C 5.553 1.676 5.139
N 3.779 1.661 3.448
H -2.104 -1.569 3.953
H -1.300 -2.191 2.513
H -2.483 -0.880 2.378
H -0.624 0.176 5.352
H 1.395 1.863 4.642
H 4.782 1.621 0.988
H 5.102 0.080 -1.244
H 3.192 -1.816 -2.377
H 2.392 -0.399 -3.037
H 1.504 -1.485 -1.968
H 1.859 4.879 1.174
H -0.108 5.483 -0.569
H -1.679 3.869 -2.117
H -2.563 3.074 -0.821
H -1.535 2.129 -1.910
H 2.899 4.739 2.782
H 4.872 4.543 4.593
H 6.269 2.384 5.546
H 6.080 0.882 4.611
H 5.034 1.204 5.976
S -2.366 -0.013 -0.554
C -2.295 -1.722 -0.854
N -3.258 -2.435 -1.448
N -4.431 -1.879 -1.575
C -5.454 -2.433 -2.298
C -5.300 -3.680 -2.943
C -6.329 -4.134 -3.729
C -7.495 -3.365 -3.876
C -7.648 -2.137 -3.222
C -6.638 -1.669 -2.419
N -1.236 -2.513 -0.671
N -0.272 -2.136 0.067
C 0.785 -3.041 0.246
C 1.818 -2.675 1.127
C 2.809 -3.584 1.431
C 2.773 -4.856 0.867
C 1.755 -5.220 -0.019
C 0.764 -4.322 -0.340
H -4.616 -0.969 -1.143
H -4.391 -4.245 -2.810
H -6.246 -5.083 -4.238
H -8.295 -3.732 -4.504
H -8.554 -1.562 -3.353
H -6.731 -0.721 -1.903
H 1.830 -1.692 1.577
H 3.610 -3.310 2.102
H 3.537 -5.577 1.125
H 1.740 -6.214 -0.441
H -0.052 -4.599 -0.988

Results of the Löwdin charge analysis, in e, for atoms 1 through 8: 1.2832 -0.0041 -0.2832 0.0521 0.0229 0.0435 -0.0722 -0.6439

=====

3.
Molecular formula: C46H66B2N10O3S2SiTeY
Method: DFT, wB97M-V/def2-TZVPD

Total charge: -1
Molecular weight: 1137.451 g/mol
Kohn-Sham gap: 6.94 eV
Maximum force: 1.72 eV Å⁻¹

Cartesian coordinates (Å):
Y 0.115 0.565 -0.538
C 3.637 -0.844 -3.881
C 2.344 -0.756 -3.367
N 2.344 -0.119 -2.204
N 3.620 0.207 -1.943
C 4.418 -0.217 -2.937
B 4.055 1.034 -0.729
N 3.647 0.298 0.552
C 4.485 -0.154 1.497
C 3.743 -0.806 2.460
C 2.431 -0.702 2.002
N 2.389 -0.036 0.854
N 3.375 2.410 -0.843
C 4.005 3.575 -1.061
C 3.062 4.525 -1.393
C 1.851 3.833 -1.344
N 2.056 2.565 -1.009
H 3.947 -1.294 -4.803
H 1.441 -1.133 -3.801
H 5.478 -0.053 -2.911
H 5.235 1.199 -0.743
H 5.543 0.005 1.419
H 4.098 -1.281 3.354
H 1.529 -1.079 2.446
H 5.070 3.655 -0.973
H 3.225 5.552 -1.645
H 0.864 4.174 -1.592
C -1.339 -4.476 4.620
O -2.614 -4.276 4.066
C -2.696 -3.528 2.921
C -3.994 -3.308 2.426
C -4.174 -2.497 1.338
C -3.106 -1.871 0.667
C -3.306 -0.829 -0.319
C -4.715 -0.390 -0.672
O -2.382 -0.168 -0.809
C -1.769 -2.146 1.131
O -0.712 -1.637 0.619
C -1.624 -2.977 2.273
H -1.498 -4.997 5.563
H -0.829 -3.529 4.818
H -0.714 -5.093 3.968
H -4.825 -3.754 2.951
H -5.190 -2.327 1.012
H -5.442 -1.193 -0.663
H -4.699 0.071 -1.657
H -5.014 0.365 0.054
H -0.611 -3.116 2.615
C 2.086 2.613 -4.271
N 1.211 1.704 -4.945
C 1.490 0.993 -6.082
C 0.371 0.292 -6.382
N -0.595 0.573 -5.459
B -2.081 0.246 -5.713
N -2.797 -0.460 -4.528
C -4.157 -0.579 -4.579
C -4.549 -1.568 -3.742
N -3.411 -2.052 -3.143
C -3.321 -3.226 -2.327
C -2.345 -1.338 -3.618
S -0.776 -1.568 -3.066
C -0.064 1.415 -4.560
S -0.787 2.103 -3.197
H 3.057 2.625 -4.764
H 2.199 2.293 -3.236
H 1.657 3.619 -4.276
H 2.448 1.054 -6.560
H 0.186 -0.395 -7.182
H -2.651 1.271 -5.943
H -2.106 -0.512 -6.645
H -4.736 0.044 -5.231
H -5.520 -1.965 -3.518
H -4.109 -3.239 -1.573
H -2.349 -3.229 -1.831
H -3.405 -4.122 -2.951
C 1.900 2.567 2.780
C 0.658 3.453 2.683
C 1.078 4.678 1.872
C 0.335 3.950 4.094
Si -0.830 2.426 1.765
C -2.139 3.792 1.054
C -2.498 4.919 2.028
C -3.447 3.116 0.631
C -1.574 4.416 -0.222
C -1.793 1.428 3.260
C -2.833 0.510 2.620
C -0.799 0.500 3.963
C -2.541 2.221 4.336
H 2.698 3.101 3.300
H 2.254 2.317 1.784
H 1.700 1.647 3.321
H 1.998 5.093 2.286
H 0.323 5.458 1.910
H 1.265 4.408 0.837
H 1.178 4.537 4.466
H 0.183 3.127 4.786
H -0.547 4.585 4.096
H -2.897 4.521 2.957
H -3.256 5.562 1.575
H -1.640 5.541 2.262
H -4.065 2.873 1.492
H -3.249 2.211 0.059
H -4.021 3.797 0.001
H -0.663 4.970 -0.027
H -2.298 5.111 -0.648
H -1.379 3.641 -0.964
H -2.402 0.051 1.744
H -3.730 1.044 2.322
H -3.135 -0.278 3.313
H -0.339 -0.172 3.243
H -1.325 -0.104 4.705
H -0.021 1.054 4.478
H -3.404 2.724 3.910
H -1.931 2.956 4.845
H -2.912 1.521 5.087
C 1.493 -4.118 1.107
Te 1.303 -2.863 -0.669
C 3.282 -3.734 -1.089
C 3.485 -4.895 -0.175
C 4.524 -5.799 -0.365
C 4.686 -6.889 0.473
C 3.812 -7.078 1.529
C 2.789 -6.170 1.739
C 2.611 -5.082 0.892
H 0.558 -4.652 1.276
H 1.697 -3.505 1.985
H 4.053 -2.982 -0.905
H 3.376 -4.041 -2.129
H 5.209 -5.651 -1.188
H 5.485 -7.597 0.297
H 3.921 -7.935 2.181
H 2.106 -6.316 2.566

Results of the Löwdin charge analysis, in e, for atoms 1 through 8: 1.3607 -0.0620 -0.2306 -0.0094 -0.0337 -0.0864 -0.5480 -0.0316

=====

4.
Molecular formula: C6H15B
Method: DFT, wB97M-V/def2-TZVPD

Energy relative to the best compared isomer or geometry (same formula, charge and spin): 76.9 kcal per mole
SMILES: C=C(C)C(C)C.B
Molecular weight: 97.998 g/mol
Kohn-Sham gap: 9.05 eV
Maximum force: 5.00 eV Å⁻¹

Cartesian coordinates (Å):
C -0.402 -1.823 0.399
C 0.390 -0.986 -0.299
C 0.061 -0.699 -1.768
C 1.460 -0.095 0.459
C 2.418 0.671 -0.432
C 0.716 0.695 1.535
H -1.118 -2.541 -0.161
H -0.173 -2.223 1.372
H -0.954 -1.165 -2.055
H 0.767 -1.311 -2.345
H 0.169 0.304 -1.836
H 1.969 -0.880 1.077
H 2.982 -0.073 -1.023
H 1.767 1.379 -1.123
H 3.131 1.191 0.100
H 0.234 1.664 1.250
H -0.087 0.188 2.012
H 1.557 0.853 2.257
B -3.457 0.978 0.558
H -3.106 0.844 1.759
H -2.633 1.362 -0.238
H -4.480 0.826 0.188

Results of the Löwdin charge analysis, in e, for atoms 1 through 8: -0.0078 -0.3118 -0.0603 -0.4023 -0.0720 -0.0862 0.0862 0.0490

=====

5.
Molecular formula: C6H15N2
Method: DFT, wB97M-V/def2-TZVPD

Energy relative to the best compared isomer or geometry (same formula, charge and spin): 84.4 kcal per mole
Total charge: +1
SMILES: CC/C(=C\N)CC[NH3+]
Molecular weight: 115.200 g/mol
Kohn-Sham gap: 7.23 eV
Maximum force: 4.51 eV Å⁻¹

Cartesian coordinates (Å):
C 0.886 -0.569 2.063
C -0.064 0.523 1.649
C 0.205 0.788 0.189
C 1.266 1.419 -0.305
N 1.935 2.282 0.612
C -0.754 0.272 -0.909
C -0.751 -1.241 -1.091
N -1.777 -1.739 -2.093
H 1.834 0.035 2.398
H 0.365 -1.004 2.879
H 0.963 -1.425 1.423
H -1.069 0.036 1.592
H -0.063 1.374 2.271
H 1.519 1.753 -1.442
H 1.623 2.261 1.501
H 2.869 2.759 0.556
H -0.489 0.877 -1.838
H -1.671 0.703 -0.784
H 0.207 -1.751 -1.373
H -0.921 -1.941 -0.285
H -2.432 -0.890 -2.247
H -1.452 -1.924 -3.036
H -2.230 -2.598 -1.730

Results of the Löwdin charge analysis, in e, for atoms 1 through 8: -0.0941 -0.2176 -0.2944 -0.1338 0.0563 -0.1569 -0.1422 0.1685

=====

6.
Molecular formula: C5H14FN2OP
Method: DFT, wB97M-V/def2-TZVPD

Total charge: +2
Expectation value of S²: 2.01
Molecular weight: 168.152 g/mol
Kohn-Sham gap (spin up / spin down): 6.09 / 6.31 eV
Multiplicity: 3
Maximum force: 5.16 eV Å⁻¹

Cartesian coordinates (Å):
C 0.839 -0.293 -0.122
C -0.473 0.616 2.257
C -4.664 -0.159 -2.176
C 3.184 -1.079 0.240
C -0.792 1.846 -0.417
N 1.893 -0.438 0.690
N 3.529 -0.617 -1.192
O 0.858 -0.363 -1.334
F 0.529 2.188 -0.260
P -0.848 0.261 0.537
H -0.119 -0.394 2.650
H -1.290 0.959 2.948
H 0.241 1.473 2.265
H -4.736 0.603 -1.403
H -5.536 -0.717 -2.576
H -3.654 -0.313 -2.717
H 3.121 -2.258 0.164
H 3.941 -0.806 1.121
H -1.313 2.664 0.082
H -1.192 1.725 -1.546
H 1.790 -0.088 1.724
H 3.781 0.332 -1.285
H 2.554 -0.604 -1.720
H 4.186 -1.147 -1.640

Results of the Löwdin charge analysis, in e, for atoms 1 through 8: -0.5979 -0.2323 0.0452 -0.0461 -0.2867 0.0455 0.2295 0.0370